{"formula": "C18H65NO16", "method": "ωB97M-V with the def2-TZVPD basis set", "elements": ["C", "C", "C", "N", "C", "O", "O", "H", "H", "H", "H", "H", "H", "H", "H", "H", "C", "O", "H", "H", "H", "H", "C", "O", "H", "H", "H", "H", "C", "O", "H", "H", "H", "H", "C", "O", "H", "H", "H", "H", "C", "O", "H", "H", "H", "H", "C", "O", "H", "H", "H", "H", "C", "O", "H", "H", "H", "H", "C", "O", "H", "H", "H", "H", "C", "O", "H", "H", "H", "H", "C", "O", "H", "H", "H", "H", "C", "O", "H", "H", "H", "H", "C", "O", "H", "H", "H", "H", "C", "O", "H", "H", "H", "H", "C", "O", "H", "H", "H", "H"], "positions_angstrom": [[-1.46, -0.25, -1.69], [-0.14, -0.99, -1.72], [0.94, -0.31, -0.87], [2.30, -0.40, -1.47], [3.03, 0.77, -1.48], [4.02, 1.01, -0.84], [2.50, 1.66, -2.37], [-1.42, 0.68, -2.26], [-1.72, 0.03, -0.66], [-2.28, -0.86, -2.08], [-0.31, -1.99, -1.31], [0.23, -1.11, -2.74], [1.00, -0.78, 0.10], [0.67, 0.74, -0.72], [2.86, -1.04, -0.92], [2.54, 2.54, -1.98], [2.33, -2.11, 2.53], [1.42, -2.53, 1.52], [3.18, -1.63, 2.04], [1.88, -1.40, 3.22], [2.71, -2.97, 3.10], [0.68, -2.95, 1.97], [0.09, 4.68, -2.39], [0.11, 3.39, -1.77], [0.59, 5.36, -1.70], [0.62, 4.68, -3.34], [-0.94, 5.03, -2.53], [-0.33, 2.77, -2.36], [6.32, -2.17, 1.21], [5.55, -3.15, 1.89], [6.75, -1.52, 1.97], [7.13, -2.62, 0.63], [5.70, -1.56, 0.55], [5.16, -3.71, 1.21], [4.73, -3.84, -2.34], [4.85, -4.23, -0.97], [4.97, -2.78, -2.38], [5.43, -4.39, -2.97], [3.72, -4.00, -2.72], [4.64, -5.17, -0.91], [-1.95, 6.48, 0.42], [-2.31, 6.57, -0.95], [-1.70, 5.44, 0.61], [-1.09, 7.10, 0.66], [-2.78, 6.76, 1.08], [-2.57, 7.49, -1.13], [4.27, -0.59, 6.13], [3.57, -1.39, 5.19], [3.53, -0.19, 6.82], [5.00, -1.16, 6.70], [4.78, 0.26, 5.65], [4.21, -1.75, 4.56], [-0.97, -5.47, 2.25], [-0.48, -4.22, 2.75], [-0.46, -5.64, 1.31], [-0.75, -6.29, 2.94], [-2.05, -5.43, 2.08], [-0.89, -4.03, 3.60], [-3.87, -8.38, 2.34], [-2.48, -8.14, 2.43], [-4.37, -7.59, 2.90], [-4.23, -8.36, 1.31], [-4.15, -9.34, 2.79], [-2.02, -8.83, 1.94], [5.04, 2.06, -4.57], [3.76, 1.74, -5.09], [5.70, 2.21, -5.42], [5.02, 2.98, -3.97], [5.44, 1.25, -3.95], [3.17, 1.60, -4.34], [0.77, -3.18, 6.50], [0.12, -4.04, 5.56], [-0.02, -2.71, 7.09], [1.43, -3.73, 7.17], [1.35, -2.40, 5.99], [0.80, -4.46, 5.02], [1.77, -5.55, -4.79], [3.15, -5.25, -4.79], [1.28, -4.81, -4.16], [1.33, -5.49, -5.79], [1.56, -6.54, -4.38], [3.60, -5.89, -5.35], [-5.37, 7.51, -0.81], [-4.53, 8.67, -0.75], [-5.30, 7.12, -1.82], [-5.02, 6.74, -0.11], [-6.41, 7.74, -0.58], [-4.58, 9.03, 0.14], [-9.31, 7.40, 0.27], [-8.46, 6.29, 0.50], [-8.70, 8.19, -0.17], [-10.12, 7.16, -0.43], [-9.75, 7.78, 1.19], [-8.99, 5.58, 0.88], [-6.15, 4.46, -2.83], [-4.95, 3.93, -2.29], [-6.60, 3.67, -3.44], [-6.86, 4.75, -2.05], [-5.95, 5.32, -3.48], [-4.51, 4.61, -1.76]], "homo_lumo_gap_ev": 9.9, "lumo_energy_ev": 0.6, "total_energy_ha": -1983.1688, "homo_energy_ev": -9.3}

{"formula": "H12NO4", "method": "ωB97M-V with the def2-TZVPD basis set", "elements": ["N", "H", "H", "H", "H", "H", "H", "O", "H", "H", "O", "H", "H", "O", "H", "H", "O"], "positions_angstrom": [[-0.46, -1.09, 0.56], [-1.16, -0.38, 0.27], [-0.85, -2.04, 0.56], [-0.15, -0.88, 1.53], [0.22, -1.25, -0.18], [-0.90, -4.72, 1.39], [-0.11, -4.43, 0.21], [-0.51, -4.00, 0.95], [-0.01, 2.60, -1.11], [-0.76, 1.35, -1.32], [-0.41, 1.92, -0.64], [0.87, 0.25, 3.29], [-0.23, 1.12, 2.79], [-0.08, 0.19, 3.02], [2.05, 2.51, -3.57], [1.42, 3.86, -4.31], [1.35, 3.10, -3.76]], "homo_lumo_gap_ev": 10.7, "lumo_energy_ev": -3.4, "e_above_lowest_kj_mol": 144.7, "total_energy_ha": -362.6627, "homo_energy_ev": -14.2, "total_charge": 1}

{"formula": "C4H6ClF", "method": "ωB97M-V with the def2-TZVPD basis set", "elements": ["C", "C", "C", "C", "H", "H", "H", "H", "H", "H", "F", "Cl"], "positions_angstrom": [[-0.54, 1.37, 0.52], [0.72, 0.78, -0.02], [0.95, -0.50, -0.26], [-0.19, -1.46, -0.19], [-0.69, 1.20, 1.54], [-0.44, 2.41, 0.37], [-1.48, 1.15, -0.06], [1.51, 1.52, -0.18], [1.84, -1.05, -0.67], [-0.82, -1.26, 0.68], [0.30, -2.72, -0.06], [-1.15, -1.43, -1.68]], "homo_lumo_gap_ev": 11.0, "lumo_energy_ev": 1.0, "smiles": "C/C=C\\[C@H](F)Cl", "e_above_lowest_kj_mol": 43.5, "total_energy_ha": -716.0345, "homo_energy_ev": -10.0}

{"formula": "C5H12S", "method": "ωB97M-V with the def2-TZVPD basis set", "elements": ["C", "C", "S", "H", "H", "H", "H", "H", "H", "C", "C", "C", "H", "H", "H", "H", "H", "H"], "positions_angstrom": [[0.42, -2.23, -1.40], [1.81, -1.59, -1.39], [1.95, -0.27, -2.58], [-0.32, -1.46, -1.51], [0.36, -3.07, -2.10], [0.21, -2.72, -0.45], [2.60, -2.29, -1.71], [2.11, -1.23, -0.41], [1.10, -0.82, -3.48], [-0.74, 1.01, 2.42], [-1.44, 2.20, 1.84], [-1.50, 2.49, 0.55], [-0.20, 1.29, 3.32], [0.08, 0.72, 1.74], [-1.35, 0.13, 2.62], [-1.77, 2.95, 2.55], [-2.14, 3.21, 0.11], [-1.17, 1.68, -0.11]], "homo_lumo_gap_ev": [8.0, 2.9], "lumo_energy_ev": [-4.2, -9.3], "e_above_lowest_kj_mol": 164.5, "spin_multiplicity": 2, "total_energy_ha": -595.5023, "homo_energy_ev": [-12.2, -12.2], "total_charge": 1}

{"formula": "C16H7F6N4O10PtS4", "method": "ωB97M-V with the def2-TZVPD basis set", "elements": ["Pt", "F", "C", "F", "F", "S", "O", "O", "N", "S", "O", "O", "C", "F", "F", "F", "S", "C", "N", "C", "C", "C", "C", "C", "C", "S", "H", "H", "H", "H", "O", "C", "O", "C", "C", "C", "C", "C", "C", "N", "O", "O", "N", "O", "O", "H", "H", "H"], "positions_angstrom": [[-0.10, -0.11, -0.20], [1.31, 1.21, -2.73], [1.57, 2.50, -2.50], [1.49, 3.15, -3.66], [2.80, 2.63, -2.02], [0.33, 3.21, -1.33], [0.38, 2.44, -0.10], [0.69, 4.59, -1.24], [-0.99, 3.00, -2.16], [-2.20, 2.09, -1.75], [-3.45, 2.78, -1.80], [-1.98, 1.27, -0.55], [-2.30, 0.93, -3.18], [-2.10, 1.59, -4.32], [-1.39, -0.05, -3.10], [-3.51, 0.38, -3.21], [-2.00, -1.61, 0.03], [-0.68, -2.67, 0.03], [0.49, -2.11, -0.01], [1.54, -3.02, 0.02], [2.91, -2.75, 0.03], [3.79, -3.81, 0.11], [3.33, -5.13, 0.17], [1.98, -5.41, 0.14], [1.09, -4.35, 0.07], [-0.66, -4.40, 0.08], [3.26, -1.72, -0.01], [4.85, -3.61, 0.14], [4.05, -5.94, 0.23], [1.62, -6.43, 0.18], [4.04, 0.34, 0.78], [2.83, 0.54, 0.86], [2.00, 0.11, -0.02], [2.35, 1.36, 2.04], [1.09, 1.25, 2.62], [0.73, 2.12, 3.63], [1.59, 3.08, 4.13], [2.86, 3.11, 3.59], [3.25, 2.28, 2.56], [3.84, 4.07, 4.16], [4.95, 4.09, 3.68], [3.47, 4.77, 5.08], [-0.63, 2.04, 4.19], [-1.01, 2.97, 4.87], [-1.28, 1.05, 3.94], [0.39, 0.50, 2.29], [1.29, 3.76, 4.91], [4.25, 2.34, 2.15]], "homo_lumo_gap_ev": 7.6, "lumo_energy_ev": 1.4, "e_above_lowest_kj_mol": 167.1, "total_energy_ha": -3896.5473, "homo_energy_ev": -6.2, "total_charge": -1}

{"formula": "C13H20INO7S", "method": "ωB97M-V with the def2-TZVPD basis set", "elements": ["O", "C", "O", "C", "O", "C", "N", "C", "S", "C", "I", "C", "O", "C", "C", "O", "C", "H", "H", "H", "H", "H", "H", "H", "H", "H", "H", "C", "O", "C", "C", "O", "C", "H", "H", "H", "H", "H", "H", "H", "H", "H", "H"], "positions_angstrom": [[2.96, -2.00, -1.05], [2.14, -1.86, -2.10], [1.44, -0.68, -2.64], [0.12, -1.19, -3.09], [-1.08, -0.54, -3.06], [0.46, -2.73, -3.57], [-0.53, -3.46, -4.49], [-1.54, -3.89, -3.62], [-2.76, -4.17, -2.42], [1.74, -3.19, -2.96], [2.70, -5.15, -3.18], [-0.93, -1.28, 0.42], [-1.40, -2.48, 1.01], [-1.08, -2.57, 2.40], [-2.30, -2.22, 3.27], [-2.66, -0.85, 3.13], [-3.78, -0.67, 2.27], [-1.41, -1.16, -0.56], [-1.16, -0.40, 1.03], [0.16, -1.34, 0.27], [-0.23, -1.93, 2.65], [-0.80, -3.61, 2.60], [-2.03, -2.38, 4.32], [-3.15, -2.88, 3.04], [-4.69, -0.96, 2.79], [-3.68, -1.24, 1.34], [-3.85, 0.39, 2.01], [1.03, 1.66, -0.60], [0.60, 2.51, 0.45], [1.67, 2.86, 1.34], [2.21, 4.26, 1.05], [2.85, 4.32, -0.23], [2.02, 4.90, -1.23], [0.25, 1.64, -1.37], [1.96, 2.00, -1.07], [1.17, 0.64, -0.22], [2.47, 2.11, 1.29], [1.26, 2.84, 2.35], [2.97, 4.51, 1.80], [1.41, 5.01, 1.12], [1.98, 5.99, -1.08], [1.00, 4.49, -1.21], [2.46, 4.70, -2.21]], "homo_lumo_gap_ev": 7.0, "lumo_energy_ev": -2.1, "smiles": "O=C1OC(=O)C(N=C=S)=C1I.COCCOC.COCCOC", "e_above_lowest_kj_mol": 506.4, "total_energy_ha": -1784.3280, "homo_energy_ev": -9.1}

{"formula": "C3H10O3SSi", "method": "ωB97M-V with the def2-TZVPD basis set", "elements": ["C", "C", "C", "O", "O", "O", "Si", "S", "H", "H", "H", "H", "H", "H", "H", "H", "H", "H"], "positions_angstrom": [[1.82, 0.27, -1.27], [1.79, -0.50, 0.02], [1.11, 0.41, 1.05], [-1.34, -0.87, 0.98], [-3.56, 0.25, -0.02], [-1.22, 1.05, -1.04], [-2.04, -0.11, -0.44], [0.39, -0.71, 2.28], [2.18, 1.18, -0.90], [2.46, -0.24, -1.94], [0.95, 0.55, -1.72], [2.84, -0.70, 0.25], [1.13, -1.39, -0.11], [0.22, 0.94, 0.58], [1.62, 1.29, 1.47], [-3.94, 1.15, 0.10], [-1.84, -1.18, 1.69], [-2.58, -1.40, -0.98]], "homo_lumo_gap_ev": 6.2, "lumo_energy_ev": -3.2, "e_above_lowest_kj_mol": 340.1, "total_energy_ha": -1033.6596, "homo_energy_ev": -9.3}